[1]
Computed, not measured: one molecule with the formula C5H7NO, with ωB97M-V with the def2-TZVPD basis set.

```
14
C5H7NO ωB97M-V with the def2-TZVPD basis set
C -1.790 0.206 -0.400
C -0.370 -0.071 0.121
C -0.150 -1.514 0.468
O 0.953 -1.996 0.621
C 0.297 1.047 0.876
C 0.998 0.600 -0.113
N 2.154 0.496 -0.850
H -2.413 0.438 0.478
H -2.263 -0.654 -0.889
H -1.861 1.066 -1.071
H -1.049 -2.169 0.459
H 0.087 1.766 1.648
H 2.567 -0.425 -0.722
H 2.839 1.210 -0.627
```

Kohn-Sham gap, eV: 9.578
Spin multiplicity: 1
Largest force on an atom, eV Å⁻¹: 0.5
Highest occupied orbital energy, eV: -8.720

=====

[2]
Computed, not measured: one molecule with the formula C5H7NO at a distorted geometry, with ωB97M-V with the def2-TZVPD basis set.

```
14
C5H7NO ωB97M-V with the def2-TZVPD basis set
C 0.408 -1.420 -1.291
C -0.066 0.032 -1.037
C -0.101 0.486 0.458
C -0.826 -0.531 1.227
N -1.379 -1.252 1.943
C 0.352 1.645 1.438
O -0.698 1.943 0.620
H 1.451 -1.574 -0.997
H 0.335 -1.624 -2.366
H -0.199 -2.181 -0.783
H 0.506 0.714 -1.668
H -1.119 0.109 -1.374
H 0.040 1.465 2.481
H 1.295 2.189 1.350
```

Kohn-Sham gap, eV: 11.441
Spin multiplicity: 1
Largest force on an atom, eV Å⁻¹: 2.5
Highest occupied orbital energy, eV: -10.659

=====

[3]
Computed, not measured: one molecule with the formula C5H7NO at a distorted geometry, with ωB97M-V with the def2-TZVPD basis set.

```
14
C5H7NO ωB97M-V with the def2-TZVPD basis set
C -1.020 -1.135 0.481
C -0.700 1.363 0.565
C -1.187 0.243 -0.218
C 0.017 -0.555 -0.519
C 1.188 0.169 0.139
N 2.295 0.596 -0.493
O 2.333 -0.295 0.653
H -0.923 -1.241 1.514
H -1.438 -1.911 -0.074
H -0.302 2.281 0.111
H -0.963 1.357 1.593
H -1.982 0.416 -1.056
H 0.161 -1.199 -1.397
H 2.520 -0.092 -1.298
```

Kohn-Sham gap, eV: 8.721
Spin multiplicity: 1
Largest force on an atom, eV Å⁻¹: 5.9
Highest occupied orbital energy, eV: -8.136

=====

[4]
Computed, not measured: a 2-piece molecular cluster, C5H7NO overall, with ωB97M-V with the def2-TZVPD basis set.

```
14
C5H7NO ωB97M-V with the def2-TZVPD basis set
C -1.583 0.321 -0.049
C -0.158 0.285 0.380
C 0.596 1.150 1.058
C 1.933 0.503 1.231
N 2.046 -0.662 0.710
C 0.747 -0.916 0.131
O 0.445 -1.930 -0.438
H -2.056 1.266 0.231
H -2.132 -0.501 0.424
H -1.675 0.182 -1.131
H 0.324 2.128 1.438
H 2.763 0.963 1.765
H -0.862 -1.215 -3.100
H -0.391 -1.575 -2.650
```

Kohn-Sham gap, eV: 9.093
Spin multiplicity: 1
Largest force on an atom, eV Å⁻¹: 0.6
Highest occupied orbital energy, eV: -10.077

=====

[5]
Computed, not measured: one molecule with the formula C5H7NO, with ωB97M-V with the def2-TZVPD basis set.

```
14
C5H7NO ωB97M-V with the def2-TZVPD basis set
C -1.213 -1.383 -0.816
C -0.440 -1.092 0.224
C 0.847 -0.324 0.119
O 1.281 -0.325 -1.231
C 0.629 1.112 0.586
C -0.679 1.724 0.564
N -0.327 1.404 1.724
H -0.906 -1.129 -1.826
H -2.170 -1.880 -0.687
H -0.751 -1.333 1.239
H 1.608 -0.797 0.760
H 2.130 0.132 -1.272
H 1.524 1.738 0.560
H -1.534 2.153 0.057
```

Kohn-Sham gap, eV: 10.720
Spin multiplicity: 1
Largest force on an atom, eV Å⁻¹: 0.5
Highest occupied orbital energy, eV: -9.850

=====

[6]
Computed, not measured: one molecule with the formula C5H7NO at a distorted geometry, with ωB97M-V with the def2-TZVPD basis set.

```
14
C5H7NO ωB97M-V with the def2-TZVPD basis set
C 0.879 -1.123 0.325
C -0.142 -1.647 -0.656
N -1.050 -0.604 -1.547
C -0.768 0.507 -1.113
C -0.156 1.230 -0.160
C -0.558 2.249 0.770
O 0.560 2.396 -0.138
H 1.117 -2.198 0.468
H 0.582 -0.739 1.309
H 1.774 -0.622 -0.066
H -0.875 -2.244 -0.100
H 0.372 -2.235 -1.419
H -1.439 2.824 0.505
H -0.296 2.205 1.824
```

Kohn-Sham gap, eV: 9.310
Spin multiplicity: 1
Largest force on an atom, eV Å⁻¹: 2.3
Highest occupied orbital energy, eV: -8.488

=====

[7]
Computed, not measured: one molecule with the formula C5H7NO at a distorted geometry, with ωB97M-V with the def2-TZVPD basis set.

```
14
C5H7NO ωB97M-V with the def2-TZVPD basis set
C 1.490 -2.434 -0.547
C 1.342 -1.149 -0.583
C 1.294 0.154 -0.514
C 0.085 0.773 0.063
O 0.053 2.134 0.072
N -0.894 0.046 0.392
C -2.124 0.682 0.802
H 0.913 -3.147 -1.126
H 2.376 -2.718 -0.005
H 2.069 0.745 -0.997
H 0.880 2.468 -0.300
H -2.412 1.492 0.120
H -2.034 1.105 1.809
H -2.918 -0.070 0.812
```

Kohn-Sham gap, eV: 9.467
Spin multiplicity: 1
Largest force on an atom, eV Å⁻¹: 1.0
Highest occupied orbital energy, eV: -8.870

=====

[8]
Computed, not measured: one molecule with the formula C5H7NO, with ωB97M-V with the def2-TZVPD basis set.

```
14
C5H7NO ωB97M-V with the def2-TZVPD basis set
C -1.651 -0.805 1.405
C -0.969 0.155 1.147
C -0.080 1.237 0.720
C 1.051 0.729 -0.239
N 0.955 -0.673 -0.590
C -0.027 -1.063 -1.461
O -0.634 -0.310 -2.193
H -2.272 -1.650 1.611
H 0.372 1.697 1.609
H -0.690 1.990 0.204
H 1.013 1.293 -1.173
H 2.032 0.876 0.222
H 1.115 -1.324 0.165
H -0.215 -2.153 -1.429
```

Kohn-Sham gap, eV: 10.763
Spin multiplicity: 1
Largest force on an atom, eV Å⁻¹: 0.6
Highest occupied orbital energy, eV: -9.845

=====

[9]
Computed, not measured: one molecule with the formula C5H7NO at a distorted geometry, with ωB97M-V with the def2-TZVPD basis set.

```
14
C5H7NO ωB97M-V with the def2-TZVPD basis set
C 0.915 1.454 1.065
C 0.172 0.478 0.182
C -0.179 0.799 -1.155
O -0.433 0.072 -2.154
C -0.452 -1.731 0.137
N -1.368 -2.024 -0.708
C 0.497 -1.055 0.701
H 0.658 1.282 2.111
H 0.773 2.527 0.869
H 1.986 1.251 0.922
H -0.267 1.913 -1.280
H -1.219 -1.539 -1.625
H -2.318 -2.025 -0.350
H 1.276 -1.429 1.413
```

Kohn-Sham gap (spin up / spin down), eV: 7.100 / 7.102
Spin multiplicity: 1
Largest force on an atom, eV Å⁻¹: 2.4
Highest occupied orbital energy (spin up / spin down), eV: -7.303 / -7.304

=====

[10]
Computed, not measured: C5H7NO as an isolated structure at a distorted geometry, with ωB97M-V with the def2-TZVPD basis set.

```
14
C5H7NO ωB97M-V with the def2-TZVPD basis set
N -2.253 -0.022 0.844
C -1.237 -0.324 0.169
O -0.970 -1.583 -0.356
C 0.374 -1.900 -0.379
C 1.039 -0.044 -0.771
C 0.157 0.707 -1.721
C -0.167 0.637 -0.249
H -2.834 -0.839 1.028
H 1.009 -1.416 -1.207
H 0.803 -1.884 0.626
H 2.058 0.270 -0.537
H -0.462 0.140 -2.414
H 0.491 1.672 -2.107
H -0.076 1.527 0.359
```

Kohn-Sham gap, eV: 9.844
Spin multiplicity: 1
Largest force on an atom, eV Å⁻¹: 1.8
Highest occupied orbital energy, eV: -8.814

=====

[11]
Computed, not measured: a 2-piece molecular cluster, C5H7NO overall, with ωB97M-V with the def2-TZVPD basis set.

```
14
C5H7NO ωB97M-V with the def2-TZVPD basis set
O -0.091 1.658 0.414
C -0.376 0.460 0.144
C -1.494 -0.148 -0.618
C -1.205 -0.547 0.854
H -2.348 0.497 -0.805
H -1.337 -0.910 -1.375
H -0.853 -1.559 1.026
H -1.874 -0.167 1.621
C 1.293 -0.644 -0.504
C 2.105 0.373 -0.117
N 2.401 1.454 0.295
H 1.249 -1.530 0.123
H 1.165 -0.796 -1.571
H 1.364 1.860 0.513
```

Kohn-Sham gap, eV: 9.710
Spin multiplicity: 1
Largest force on an atom, eV Å⁻¹: 0.9
Highest occupied orbital energy, eV: -9.064

=====

[12]
Computed, not measured: one molecule with the formula C5H7NO at a distorted geometry, with ωB97M-V with the def2-TZVPD basis set.

```
14
C5H7NO ωB97M-V with the def2-TZVPD basis set
C -0.533 -0.066 0.206
C 0.634 -0.543 0.850
C -0.656 0.265 -1.306
C -0.815 1.330 -0.284
C -1.492 -0.801 -0.685
N 2.733 -0.238 0.910
O 1.472 0.311 1.367
H 3.320 -0.137 1.749
H 0.821 -1.605 0.957
H 0.150 0.144 -2.009
H -0.014 2.052 -0.183
H -1.255 -1.829 -0.934
H -1.811 1.724 -0.095
H -2.553 -0.608 -0.544
```

Kohn-Sham gap (spin up / spin down), eV: 8.317 / 6.998
Spin multiplicity: 1
Largest force on an atom, eV Å⁻¹: 1.0
Highest occupied orbital energy (spin up / spin down), eV: -8.212 / -7.097

=====

- Look up the spin multiplicity of the fourth one.
  1

=====

Repeat the fourth record exactly.
Computed, not measured: a 2-piece molecular cluster, C5H7NO overall, with ωB97M-V with the def2-TZVPD basis set.

```
14
C5H7NO ωB97M-V with the def2-TZVPD basis set
C -1.583 0.321 -0.049
C -0.158 0.285 0.380
C 0.596 1.150 1.058
C 1.933 0.503 1.231
N 2.046 -0.662 0.710
C 0.747 -0.916 0.131
O 0.445 -1.930 -0.438
H -2.056 1.266 0.231
H -2.132 -0.501 0.424
H -1.675 0.182 -1.131
H 0.324 2.128 1.438
H 2.763 0.963 1.765
H -0.862 -1.215 -3.100
H -0.391 -1.575 -2.650
```

Kohn-Sham gap, eV: 9.093
Spin multiplicity: 1
Largest force on an atom, eV Å⁻¹: 0.6
Highest occupied orbital energy, eV: -10.077

=====

- Number 12 is which compound?
  C5H7NO

=====

- Which value of spin multiplicity does entry 9 give?
  1